The following is a DFT calculation (ωB97M-V/def2-TZVPD) of C14H22N2O3 in the gas phase.

XYZ file:
```
41
Properties=species:S:1:pos:R:3
C -5.66 -2.06 0.25
C -4.64 -1.57 1.28
O -4.52 -0.16 1.31
C -3.43 0.40 0.62
C -3.58 0.40 -0.91
H -4.57 0.77 -1.17
H -3.48 -0.62 -1.30
C -2.52 1.28 -1.57
N -1.18 0.81 -1.32
C -0.34 1.44 -0.46
O -0.61 2.51 0.06
C 0.95 0.80 -0.21
C 1.51 -0.45 -0.41
C 2.85 -0.38 0.08
C 3.04 0.91 0.58
N 1.90 1.59 0.39
H 1.70 2.54 0.65
C 4.23 1.52 1.21
H 4.23 1.31 2.28
H 5.14 1.08 0.80
H 4.23 2.60 1.07
C 3.93 -1.36 0.04
O 4.91 -1.25 0.75
C 3.84 -2.50 -0.96
H 3.34 -2.18 -1.87
H 3.29 -3.33 -0.51
H 4.84 -2.84 -1.18
C 0.79 -1.66 -0.91
H 0.84 -1.74 -2.00
H -0.25 -1.64 -0.60
H 1.24 -2.56 -0.49
H -0.90 -0.06 -1.73
H -2.69 1.32 -2.65
H -2.57 2.30 -1.16
H -3.37 1.43 0.97
H -2.50 -0.11 0.90
H -4.98 -1.86 2.28
H -3.66 -2.03 1.10
H -5.80 -3.13 0.37
H -5.34 -1.86 -0.77
H -6.61 -1.56 0.42
```

Values from the calculation:
HOMO-LUMO gap in hartree: 0.3313
LUMO energy in eV: 0.6
Structure (SMILES): CCOCCCNC(=O)c1[nH]c(C)c(C(C)=O)c1C
Total charge: 0
Energy in eV: -23998.33732
Energy above the lowest of the compared OMol25 structures with the same formula, charge and spin in eV: 1.178